13
Properties=species:S:1:pos:R:3 method="wB97M-V/def2-TZVPD" mol_weight_g_mol=85.11 energy_ha=-286.50628 smiles="C=C(O)[C@H]1CN1" orbital_gap_ev=9.49 max_force_ev_per_a=2.11
C -1.81 0.02 0.87
C -0.71 -0.19 0.10
O -0.66 -1.47 -0.35
C 0.40 0.72 -0.22
C 1.79 0.20 -0.10
N 1.25 0.57 -1.39
H -2.30 0.97 0.98
H -2.00 -0.74 1.62
H -1.63 -1.57 -0.13
H 0.20 1.75 0.10
H 1.93 -0.85 0.13
H 2.56 0.86 0.29
H 0.97 -0.27 -1.90